Entry 1:
76
Properties=species:S:1:pos:R:3:forces:R:3:lowdin_charge:R:1 method="wB97M-V/def2-TZVPD" multiplicity=2 orbital_gap_ev="5.083 / 3.492" lumo_energy_ha="-0.05315 / -0.10939" homo_ev="-6.53 / -6.47"
Pd 0.99731 -0.19723 -0.57022 0.46 -0.52 -0.22 0.28
N -1.81607 -0.19286 0.00222 -0.03 0.05 -0.02 0.00
C -3.02095 -1.02008 -0.03809 0.12 -0.55 -0.06 -0.16
C -4.24728 -0.44673 0.18971 -0.02 0.04 0.01 0.00
C -5.35667 -1.27157 0.33225 0.06 -0.14 -0.01 -0.04
C -5.19404 -2.65191 0.27647 -0.04 0.12 0.00 -0.03
C -3.95364 -3.22092 0.04970 0.03 0.04 -0.04 0.02
C -2.81638 -2.41825 -0.15092 0.04 0.38 0.05 -0.15
P -0.31535 -1.89719 -1.25393 0.22 0.13 -0.15 0.92
C -0.25073 -2.31734 -2.99487 0.23 -0.16 0.07 -0.35
C -1.32922 -2.87213 -3.67667 -0.07 -0.07 0.05 -0.07
C -1.19090 -3.19906 -5.01462 -0.02 0.01 -0.01 -0.06
C 0.01823 -2.97594 -5.66221 0.00 0.01 -0.02 -0.06
C 1.09106 -2.41761 -4.98266 0.03 0.02 0.00 -0.07
C 0.96246 -2.09112 -3.64147 -0.09 -0.02 -0.04 -0.09
C 0.48706 -4.50152 -0.14754 0.02 0.00 0.02 -0.19
C 0.93354 -5.09202 -1.32643 -0.05 0.11 0.00 -0.04
C 2.29325 -5.19829 -1.58256 0.03 0.03 -0.04 -0.06
C 3.21562 -4.71266 -0.67022 0.02 0.00 0.00 -0.07
C 2.77580 -4.13909 0.51515 0.00 -0.02 0.00 -0.07
C 1.42062 -4.04619 0.78174 -0.06 0.05 -0.01 -0.03
H -1.30595 -0.43422 0.86322 0.01 0.02 0.03 0.14
H -2.05098 0.79887 0.05396 -0.05 -0.02 0.01 0.17
H -4.34035 0.62880 0.28572 -0.01 0.00 0.00 0.12
H -6.33071 -0.83998 0.51287 0.00 0.00 0.00 0.12
H -6.04888 -3.29957 0.41524 0.00 0.01 0.00 0.12
H -3.87068 -4.29594 0.00384 0.03 -0.03 -0.01 0.11
H -2.26508 -3.06043 -3.16351 0.01 -0.01 -0.01 0.11
H -2.02278 -3.63337 -5.55261 0.00 -0.01 0.01 0.11
H 0.12365 -3.24337 -6.70563 0.00 0.01 0.00 0.11
H 2.02926 -2.24584 -5.49326 0.00 0.00 0.00 0.11
H 1.79137 -1.66351 -3.08924 0.03 -0.04 -0.02 0.09
H 0.22344 -5.47530 -2.04807 -0.01 0.00 -0.01 0.11
H 2.62704 -5.66506 -2.50010 0.00 0.00 0.00 0.11
H 4.27559 -4.79406 -0.87287 0.00 0.00 0.00 0.11
H 3.48912 -3.77094 1.24071 0.00 0.01 0.00 0.11
H 1.09270 -3.61565 1.71808 0.02 -0.02 -0.02 0.11
C 4.23607 4.55860 -0.62327 0.00 -0.04 0.02 -0.07
C 4.22479 3.74551 0.64824 0.02 0.08 0.03 -0.27
O 4.27230 2.33128 0.31349 0.06 -0.05 -0.08 -0.31
P 3.05296 1.39856 0.63367 -0.63 0.09 0.33 -0.09
S 3.31663 -0.42626 -0.12447 -0.10 0.06 0.00 0.31
S 1.27593 2.09338 -0.11375 0.59 -0.03 0.33 0.28
O 3.04036 1.41768 2.22928 -0.05 0.08 -0.35 -0.31
C 1.90862 1.01196 3.04129 -0.03 -0.05 0.02 -0.27
C 1.84238 -0.48691 3.24322 0.14 0.01 -0.03 -0.08
H 4.22824 5.62140 -0.37894 0.00 0.00 0.01 0.08
H 3.35848 4.33321 -1.22826 0.00 0.00 0.00 0.07
H 5.13078 4.34287 -1.20584 -0.01 0.00 -0.01 0.08
H 3.33710 3.95127 1.24960 0.00 -0.02 -0.01 0.10
H 5.10205 3.93418 1.26396 0.00 -0.02 0.00 0.12
H 1.00042 1.40209 2.57771 0.01 0.00 0.01 0.07
H 2.05913 1.52803 3.98671 0.02 0.01 0.00 0.12
H 1.58897 -1.00945 2.32148 -0.03 0.02 -0.02 0.02
H 1.08985 -0.72471 3.99690 -0.02 0.03 -0.02 0.08
H 2.80618 -0.86409 3.58605 0.00 0.01 0.04 0.09
F -0.75411 -2.11457 2.00032 -0.06 0.13 -0.15 0.04
C -1.30086 -3.28563 2.45395 -0.01 -0.03 0.06 -0.16
C -1.70352 -3.28642 3.76166 0.04 0.01 -0.12 -0.15
F -1.53264 -2.14083 4.44344 0.00 0.00 0.00 0.09
C -2.25071 -4.42664 4.39386 -0.09 -0.04 0.19 -0.06
C -2.26871 -5.56043 3.54376 0.04 0.06 -0.09 -0.15
C -1.85249 -5.53669 2.23264 -0.06 0.06 0.08 -0.15
F -1.91666 -6.68161 1.53806 0.00 -0.01 0.02 0.11
C -1.37937 -4.38421 1.60259 0.03 -0.05 -0.03 -0.07
C -1.02010 -4.30491 0.12235 -0.05 0.10 0.13 -0.29
C -1.49585 -2.94209 -0.41633 0.15 0.00 0.16 -0.17
N -0.94547 -0.33018 -1.16770 -0.80 0.22 0.11 -0.28
C -1.76688 -5.30141 -0.67432 -0.06 -0.03 -0.14 -0.19
N -2.33976 -5.98439 -1.39729 -0.02 0.03 -0.01 0.22
F -2.70039 -6.73219 4.02018 -0.01 -0.03 0.01 0.11
C -2.70695 -4.43156 5.73196 0.00 -0.01 -0.19 -0.21
C -2.69669 -3.26891 6.54295 0.09 0.13 0.09 -0.25
N -2.69359 -2.34426 7.23448 -0.05 -0.02 -0.03 0.12
C -3.25740 -5.57900 6.35906 0.02 -0.14 0.07 -0.25
N -3.70434 -6.48048 6.92388 -0.02 0.03 -0.02 0.13



Entry 2:
66
Properties=species:S:1:pos:R:3:forces:R:3:lowdin_charge:R:1 method="wB97M-V/def2-TZVPD" charge=+3 multiplicity=3 orbital_gap_ev="4.513 / 4.990" lumo_energy_ha="-0.44087 / -0.42340" homo_ev="-16.51 / -16.51"
Mo 1.61301 -0.17481 0.92328 0.19 -0.42 0.22 1.61
N -6.51602 5.57645 2.86378 -0.70 0.40 0.13 0.23
C -5.54977 5.00774 2.64960 0.12 0.06 -0.04 -0.16
C -4.35236 4.28975 2.40381 0.53 -0.34 -0.08 -0.19
C -3.53783 3.92861 3.47829 0.02 -0.08 -0.22 0.03
C -2.42100 3.14595 3.25413 0.13 -0.04 -0.07 -0.01
C -2.06995 2.76619 1.95544 -0.27 0.17 -0.06 -0.20
C -2.85931 3.19098 0.88137 0.19 -0.07 0.05 -0.01
C -4.00477 3.93041 1.10109 0.05 0.00 0.17 0.02
C -0.90509 1.89085 1.69664 -0.12 0.10 0.21 -0.01
C 0.18321 2.42918 0.99090 -0.76 0.58 0.41 -0.21
C 0.38250 3.78859 0.65391 0.05 -0.90 0.14 0.09
C 1.67656 3.91864 0.16124 0.42 -0.67 -0.09 0.02
C 2.23665 2.64740 0.18415 0.90 1.12 -0.68 -0.09
N 1.37057 1.73316 0.67003 -0.03 -0.28 0.14 -0.17
C -0.95712 0.58783 2.22501 -0.71 0.67 -0.08 -0.21
C -1.95892 0.00366 3.02709 0.64 0.13 -0.48 0.08
C -1.54106 -1.28754 3.34486 0.55 -0.17 -0.30 0.01
C -0.31796 -1.47400 2.71627 -0.38 -1.15 0.77 -0.10
N 0.05201 -0.36138 2.04498 0.38 0.08 -0.07 -0.17
H -3.78493 4.25615 4.47678 -0.05 -0.02 0.06 0.14
H -1.79908 2.86560 4.08884 0.12 -0.08 0.14 0.13
H -2.59422 2.90388 -0.12393 0.04 -0.03 -0.17 0.12
H -4.62967 4.23118 0.27435 -0.06 0.02 -0.04 0.14
H -0.33038 4.58062 0.78245 -0.22 0.07 0.08 0.15
H 2.16109 4.82026 -0.16223 0.10 0.10 -0.07 0.13
H 3.23869 2.35302 -0.12133 -0.20 0.14 0.04 0.13
H -2.86993 0.47896 3.33537 -0.15 0.14 0.04 0.14
H -2.05765 -2.00309 3.95399 -0.06 -0.16 0.10 0.13
H 0.31482 -2.36056 2.70981 -0.20 0.14 0.05 0.13
N 3.16800 -1.77367 0.96636 0.64 0.26 0.58 -0.03
C 2.66235 -3.02423 0.37731 -0.60 -0.66 -0.52 -0.30
C 3.14222 -4.25489 0.79924 0.08 0.23 0.11 0.01
C 2.74296 -5.41258 0.14186 0.04 0.16 0.02 0.00
C 1.88670 -5.34756 -0.94839 -0.05 0.05 -0.04 0.00
C 1.36911 -4.12848 -1.35431 0.01 0.12 0.09 -0.04
C 1.73647 -2.96764 -0.67931 0.02 0.72 0.51 -0.29
P 1.09425 -1.32229 -1.09877 -0.31 -0.75 -1.47 1.01
C 1.99751 -0.71733 -2.53049 -0.09 0.18 0.52 -0.36
C 1.56344 -0.91186 -3.83891 -0.10 0.00 0.24 -0.05
C 2.37658 -0.49398 -4.87890 0.00 -0.04 -0.03 -0.02
C 3.60634 0.09042 -4.61653 -0.03 -0.01 0.06 -0.01
C 4.04245 0.27783 -3.30888 0.16 0.07 0.05 -0.04
C 3.23441 -0.11893 -2.26318 -0.21 -0.03 0.35 -0.12
C -0.68690 -1.29655 -1.28769 0.28 0.15 0.11 -0.37
C -1.49854 -2.29734 -0.75017 0.14 -0.01 -0.07 -0.08
C -2.87186 -2.12896 -0.76563 0.03 -0.04 0.02 -0.03
C -3.42793 -0.97153 -1.29228 0.06 0.01 -0.02 -0.02
C -2.61701 0.02718 -1.81700 0.00 0.05 -0.03 -0.04
C -1.24283 -0.12117 -1.80868 0.16 -0.09 -0.09 -0.09
H 3.53194 -2.00830 1.90587 -0.15 0.26 -0.31 0.14
H 4.01635 -1.50903 0.43670 -0.33 0.04 0.19 0.13
H 3.84919 -4.31898 1.61458 0.09 -0.03 0.10 0.13
H 3.12933 -6.36551 0.46916 0.05 -0.08 0.03 0.14
H 1.62026 -6.24609 -1.48275 -0.04 -0.10 -0.02 0.14
H 0.69428 -4.06944 -2.19660 -0.09 -0.05 -0.03 0.13
H 0.60877 -1.37825 -4.03792 -0.08 -0.01 -0.06 0.12
H 2.04937 -0.63223 -5.89705 -0.02 -0.01 -0.12 0.13
H 4.23091 0.40731 -5.43658 0.09 0.03 -0.08 0.13
H 5.00568 0.72813 -3.12341 0.06 0.06 0.03 0.13
H 3.54193 0.03761 -1.21049 0.08 0.00 -0.53 0.07
H -1.06265 -3.20735 -0.35929 -0.03 -0.02 0.08 0.11
H -3.50931 -2.90605 -0.37602 -0.09 -0.10 0.03 0.13
H -4.49987 -0.85382 -1.30750 -0.13 0.01 -0.01 0.13
H -3.05901 0.91213 -2.24830 -0.05 0.08 -0.05 0.12
H -0.59699 0.63974 -2.23604 -0.09 0.04 0.01 0.12



Entry 3:
74
Properties=species:S:1:pos:R:3:forces:R:3:lowdin_charge:R:1 method="wB97M-V/def2-TZVPD" multiplicity=2 orbital_gap_ev="6.759 / 5.803" lumo_energy_ha="-0.02149 / -0.06986" homo_ev="-7.34 / -7.70"
Ir -0.05849 0.22954 -0.60704 -0.08 -1.49 -0.81 1.54
Cl -6.40252 0.55941 -2.98413 -0.01 0.02 0.04 0.67
C -4.99343 0.83012 -2.01717 0.09 -0.14 -0.25 -0.68
C -3.77011 0.41235 -2.51166 -0.26 0.13 0.08 -0.03
C -2.63246 0.61022 -1.74248 0.29 0.07 0.14 -0.19
N -1.35992 0.18069 -2.07743 -0.08 0.07 -0.22 -0.05
C -1.02020 -0.51038 -3.19880 0.17 -0.45 0.08 -0.44
O -1.54817 -0.49850 -4.29183 -0.19 0.00 0.02 0.09
C 0.12921 -1.46683 -2.91252 -0.06 0.22 0.14 -0.15
C 0.46697 -2.46977 -3.79996 -0.08 0.12 -0.04 0.02
C 1.45913 -3.36686 -3.44652 0.05 -0.01 0.03 -0.03
C 2.09188 -3.22522 -2.22038 0.01 -0.02 0.00 -0.03
C 1.70906 -2.19564 -1.38174 -0.08 0.03 -0.07 -0.09
N 0.73849 -1.34751 -1.72068 0.10 0.08 0.10 -0.03
C -2.70153 1.23971 -0.47315 0.35 0.12 -0.07 -0.18
C -3.94613 1.65045 0.00145 -0.19 -0.04 -0.18 -0.03
C -5.07630 1.44684 -0.77380 0.08 0.11 0.27 -0.67
Cl -6.59814 1.98419 -0.14664 -0.01 -0.03 -0.02 0.67
N -1.45788 1.47826 0.13954 0.01 0.11 -0.05 -0.04
C -1.39785 2.22966 1.29718 0.20 0.46 0.16 -0.42
O -2.27952 2.33013 2.12817 -0.07 -0.18 -0.03 0.08
C -0.16786 3.10610 1.45220 -0.05 -0.26 -0.19 -0.20
C -0.11439 4.03489 2.48503 0.01 -0.12 0.00 0.01
C 0.96023 4.90691 2.51361 0.02 0.01 0.02 -0.06
C 1.93441 4.81405 1.52929 0.02 -0.01 0.02 -0.05
C 1.80108 3.83313 0.55637 -0.12 0.10 0.20 -0.11
N 0.76393 3.00469 0.51763 0.34 0.38 -0.09 0.11
H -3.71015 -0.05171 -3.48332 0.05 0.00 0.00 0.11
H -0.06888 -2.51517 -4.73770 0.02 -0.02 -0.01 0.13
H 1.73801 -4.16832 -4.11731 0.00 0.00 0.00 0.12
H 2.87303 -3.90164 -1.90404 0.00 -0.01 -0.02 0.12
H 2.17524 -2.04078 -0.41868 -0.03 0.00 0.01 0.12
H -4.04397 2.11267 0.96744 -0.01 0.01 0.00 0.10
H -0.90580 4.05467 3.21977 0.00 0.04 0.00 0.12
H 1.03489 5.65652 3.29075 0.00 0.00 0.00 0.11
H 2.77916 5.48960 1.51045 0.01 -0.01 0.02 0.10
H 2.54752 3.71141 -0.22280 -0.02 0.01 -0.02 0.11
S 3.84466 0.27725 1.63173 -0.02 0.05 0.03 1.14
C 2.62656 -0.11894 2.81272 -0.01 0.00 0.09 -0.44
C 2.78345 -0.40830 4.16471 -0.02 0.01 -0.04 -0.08
C 1.64231 -0.64277 4.90717 0.01 -0.01 0.03 -0.08
C 0.37096 -0.58553 4.32386 -0.02 0.01 -0.01 -0.06
C 0.20992 -0.31169 2.98126 0.06 -0.02 0.04 -0.02
C 1.35964 -0.08735 2.22626 0.02 -0.05 -0.12 -0.28
N 1.39967 0.21377 0.87211 0.00 -0.03 0.09 -0.07
C 2.61021 0.46989 0.44208 -0.13 0.17 -0.01 -0.55
C 2.74152 0.97917 -0.90895 0.06 -0.03 0.01 -0.28
C 3.94576 1.40491 -1.46988 -0.04 0.00 -0.05 -0.05
C 3.93326 1.98439 -2.72453 0.00 0.00 0.03 -0.09
C 2.72138 2.14367 -3.39490 -0.02 0.00 -0.07 -0.07
C 1.52454 1.71491 -2.83726 0.10 -0.14 -0.01 -0.08
C 1.51002 1.11090 -1.58131 -0.43 0.63 0.44 -0.24
H 3.76342 -0.43661 4.62138 0.00 -0.01 0.00 0.11
H 1.73335 -0.86869 5.96126 0.00 0.01 0.00 0.11
H -0.50294 -0.76059 4.93717 0.00 0.00 0.00 0.11
H -0.76227 -0.28180 2.50733 0.00 -0.02 -0.02 0.10
H 4.87759 1.30380 -0.92434 0.00 -0.03 0.01 0.10
H 4.85497 2.32616 -3.17574 0.00 0.00 -0.01 0.10
H 2.71393 2.61035 -4.37257 0.00 0.02 0.01 0.11
H 0.59832 1.85352 -3.38158 0.00 0.03 -0.01 0.10
C 0.09031 -3.61089 1.42957 0.05 -0.01 -0.02 -0.15
Si -1.42958 -2.77008 0.69937 0.01 0.30 -0.11 0.26
C -2.76518 -2.80900 2.01015 -0.04 -0.06 0.00 -0.16
C -1.96955 -3.78275 -0.78503 -0.01 -0.05 -0.02 -0.16
O -1.18691 -1.22439 0.27818 -0.03 -0.10 0.44 -0.45
H -0.19773 -4.59368 1.81432 0.02 0.00 0.01 0.03
H 0.51345 -3.04102 2.26023 -0.02 0.01 0.02 0.02
H 0.88311 -3.77480 0.69581 -0.03 -0.01 -0.02 0.01
H -3.11239 -3.82923 2.19379 -0.01 0.00 0.02 0.03
H -3.62353 -2.20711 1.70501 0.00 -0.01 -0.02 0.03
H -2.39982 -2.40702 2.95850 0.02 0.01 0.00 0.02
H -2.22763 -4.80459 -0.49426 -0.01 -0.01 -0.02 0.03
H -1.17853 -3.84643 -1.53872 0.03 0.01 0.01 0.01
H -2.84484 -3.33734 -1.26399 -0.01 0.01 0.02 0.03



> Among the records above, which one has the highest multiplicity?

C34H26MoN4P



> What is the multiplicity in the third record?

2



> Which value of multiplicity does entry 2 give?

3